Entry 1:
17
Properties=species:S:1:pos:R:3:nbo_charge:R:1 method="wB97M-V/def2-TZVPD" max_force_ha_per_bohr=0.013 homo_ev=-9.54 smiles=C#CC[C@@H]1C[C@@H]1C lumo_ev=1.100 total_energy_ev=-7417.8320
C 1.75558 0.49823 1.63653 -0.2626
C 1.94503 0.23211 0.47635 0.0168
C 1.53304 -0.26751 -0.84249 -0.4856
C 0.20588 -0.93805 -0.49656 -0.2099
C -1.15160 -0.79721 -1.09435 -0.4165
C -0.87879 -0.31811 0.33498 -0.2136
C -1.12779 1.17274 0.53602 -0.6094
H 1.50843 0.73038 2.64591 0.2337
H 1.45586 0.53387 -1.58565 0.2324
H 2.22182 -1.01766 -1.25151 0.2365
H 0.38518 -1.95705 -0.15841 0.2131
H -1.67063 -1.70451 -1.39792 0.2164
H -1.35527 0.04951 -1.74674 0.2076
H -1.15123 -0.90447 1.21468 0.2130
H -2.21280 1.31915 0.48874 0.2101
H -0.78884 1.58571 1.49348 0.2125
H -0.67388 1.78289 -0.25307 0.2056



Entry 2:
8
Properties=species:S:1:pos:R:3:nbo_charge:R:1 method="wB97M-V/def2-TZVPD" spin_multiplicity=3 max_force_ha_per_bohr=0.104 homo_ev="-6.84 / -8.80" lumo_ev="-0.169 / -2.312" total_energy_ev=-11043.8815
C 1.77212 1.48033 -0.81030 -0.8788
C -0.49997 -1.44088 -0.15779 -0.2363
C -1.62320 -1.71002 0.24286 -0.2331
Si 0.74612 1.68682 0.53605 0.8698
H 1.33951 1.25175 -1.84258 0.2036
H 0.38586 -0.99262 -0.25216 0.2019
H -2.67492 -2.21001 0.29830 0.2628
H 0.55449 1.93463 1.98562 -0.1900



Entry 3:
13
Properties=species:S:1:pos:R:3:nbo_charge:R:1 method="wB97M-V/def2-TZVPD" charge=-1 max_force_ha_per_bohr=0.088 homo_ev="-2.28 / -2.54" lumo_ev="3.531 / 4.000" total_energy_ev=-9825.0100
C 0.96982 0.94124 0.45237 -0.3350
C 0.05390 1.87035 0.14319 -0.5937
C -0.78385 -0.87681 -0.16746 -0.3623
C 0.53616 -0.49589 0.66643 0.0378
N -1.94678 -0.00600 -0.25083 0.0493
O -2.94451 -0.33866 0.54044 -0.4525
O 1.56974 -1.38278 0.29741 -0.7516
H 0.43543 2.88067 -0.05655 0.1753
H -1.08219 1.63040 -0.18930 0.1852
H -0.39438 -1.08063 -1.18659 0.2101
H -1.16993 -1.69118 0.39634 0.2004
H 0.34778 -0.72418 1.65971 0.1679
H 2.19380 -0.94924 -0.41869 0.4690



Summary of ΔE to the lowest compared entry with this formula, charge and spin in eV
3.203; 2.400; 6.673
(order as listed above)